C8H12NiO5S | ωB97M-V/def2-TZVPD

Each line ends with the Löwdin charge.
Geometry (Å):
C: -1.85743 -0.87822 -2.06637  0.24
C: -0.88963 0.07821 -2.36448  0.07
C: 0.36250 0.40685 -1.54316  -0.04
C: 0.09809 1.15221 -0.16245  -0.37
O: 0.49472 2.51318 -0.45743  -0.01
C: -1.36116 1.33036 0.37952  0.04
C: -1.22403 0.92927 1.87241  -0.43
O: -1.95591 0.43642 2.59631  0.27
O: 0.11922 1.31000 2.15473  0.00
C: 0.96819 0.82682 1.11567  -0.20
S: 1.26207 -0.93152 1.66908  0.76
C: 0.44189 -2.19487 0.66535  -0.11
O: 2.73072 -1.18210 1.62753  -0.38
O: 0.84178 -1.10439 3.01477  -0.20
H: -1.65014 -1.92881 -1.79330  0.13
H: -2.91359 -0.52944 -2.07037  0.14
H: -1.03239 0.62469 -3.32522  0.18
H: 0.97230 1.09883 -2.15567  0.14
H: 0.95742 -0.52890 -1.46470  0.13
H: 0.02604 2.81832 -1.25060  0.13
H: -1.48194 2.43308 0.45166  0.16
H: -2.22919 0.99197 -0.21091  0.13
H: 1.84681 1.49872 1.19872  0.18
H: 1.05358 -2.35640 -0.24957  0.07
H: 0.49389 -3.14579 1.23075  0.11
H: -0.59402 -1.91894 0.38804  0.07
Ni: 4.52022 -1.74955 0.74968  0.78

Values from the calculation:
Multiplicity: 3
Maximum force in eV/A: 4.148
Net charge: +2
LUMO energy (alpha / beta) in eV: -9.6 / -11.3
Orbital gap (alpha / beta) in eV: 7.42 / 5.37

***

C19H23N7O4RhS2 | ωB97M-V/def2-TZVPD

Each line ends with the Löwdin charge.
Geometry (Å):
Rh: -1.26550 1.29430 0.37256  0.97
N: -2.20277 2.04996 4.32072  0.14
C: -2.69852 3.26339 3.88631  -0.04
C: -2.54726 3.28547 2.53312  -0.07
N: -1.97410 2.10300 2.14687  -0.06
C: -1.77916 1.37956 3.23162  -0.25
C: -1.16763 0.08128 3.01414  -0.24
N: -0.82192 -0.21027 1.76535  -0.01
C: -0.37275 -1.51005 1.77526  -0.07
C: -0.44428 -1.99016 3.04590  -0.04
N: -0.94792 -0.96878 3.82450  0.13
H: -2.17791 1.73910 5.27667  0.17
H: -3.10870 3.98515 4.56850  0.13
H: -2.79670 4.04965 1.81819  0.13
H: -0.01905 -1.99293 0.88477  0.09
H: -0.17581 -2.94313 3.46274  0.13
H: -1.16424 -1.03183 4.80458  0.17
C: -1.99548 -5.76690 -3.59468  -0.04
C: -1.43553 -4.44816 -3.14485  -0.26
C: -0.36233 -4.38510 -2.26500  -0.03
C: 0.16047 -3.16479 -1.85909  -0.06
C: -0.39502 -1.99103 -2.34448  -0.28
C: -1.46030 -2.02980 -3.23567  -0.04
C: -1.97286 -3.25242 -3.62339  -0.02
S: 0.30469 -0.44585 -1.85462  0.62
O: 0.97149 0.14042 -2.97896  -0.26
O: 1.06920 -0.73996 -0.65201  -0.37
N: -0.95806 0.46375 -1.39887  -0.32
C: -1.62658 1.24721 -2.44972  -0.18
C: -1.84166 2.68468 -2.00649  -0.62
O: -2.01640 3.57448 -2.79337  0.11
O: -1.93531 2.81376 -0.69412  -0.26
H: -1.60616 -6.58860 -2.99648  0.08
H: -1.73478 -5.95751 -4.63703  0.09
H: -3.08318 -5.77504 -3.52489  0.08
H: 0.07882 -5.30251 -1.89581  0.12
H: 1.00296 -3.12359 -1.18265  0.11
H: -1.87999 -1.11858 -3.63859  0.11
H: -2.80278 -3.28293 -4.31842  0.12
H: -2.65647 0.88915 -2.56693  0.13
H: -1.11472 1.22614 -3.40731  0.12
S: 0.39576 2.86946 0.59895  0.87
C: 2.03147 2.35873 0.83765  -0.69
N: 2.47535 1.14061 0.63216  0.05
C: 3.88425 0.78079 0.74671  -0.14
C: 4.73558 1.98973 0.39833  -0.15
C: 4.32551 3.14856 1.28839  -0.15
N: 2.87596 3.32470 1.20531  0.02
H: 1.81467 0.44913 0.26312  0.06
H: 4.06705 -0.04757 0.06505  0.13
H: 4.09773 0.43652 1.76228  0.13
H: 4.57183 2.25549 -0.64765  0.13
H: 5.79290 1.76831 0.53036  0.12
H: 4.79716 4.07748 0.97303  0.13
H: 4.61145 2.95914 2.32576  0.13
H: 2.47753 4.23839 1.35222  0.13

Values from the calculation:
Multiplicity: 1
Maximum force in eV/A: 0.777
Net charge: +1
ΔE to the lowest compared entry with this formula, charge and spin in kcal per mole: 10.7
LUMO energy in eV: -4.0
Orbital gap in eV: 6.97

***

C2H9N3O | ωB97M-V/def2-TZVPD

Each line ends with the Löwdin charge.
Geometry (Å):
C: -1.06331 0.41040 0.62227  -0.12
C: 1.39852 -0.68762 -0.03246  -0.01
N: -1.03901 1.56123 0.03994  0.13
N: -2.31276 -0.40812 0.32261  0.17
N: 2.05179 -0.32243 1.38779  0.20
O: 2.25608 -1.39381 -0.56885  0.17
H: -1.64763 2.05821 -0.59934  0.15
H: -0.09828 2.02993 0.22518  0.16
H: -3.09508 -0.31094 0.98705  0.18
H: -2.14797 -1.42413 0.50881  0.17
H: -2.74026 -0.39240 -0.61419  0.17
H: 2.54350 -1.13034 1.73860  0.15
H: 2.82478 0.36486 1.37104  0.18
H: 1.37644 0.17148 1.98329  0.14
H: 2.09134 -1.79101 -1.41454  0.16

Values from the calculation:
Multiplicity: 1
Maximum force in eV/A: 2.549
Net charge: +2
ΔE to the lowest compared entry with this formula, charge and spin in kcal per mole: 77.8
LUMO energy in eV: -8.2
Orbital gap in eV: 9.43

***

C16H23B2BrCoF4N6O5 | ωB97M-V/def2-TZVPD

Each line ends with the Löwdin charge.
Geometry (Å):
Co: 0.23538 0.37502 0.21284  0.79
C: 3.54218 2.95449 0.63847  0.05
C: 2.49745 1.94724 0.88211  -0.16
N: 1.49498 1.75832 0.06881  -0.05
O: 1.39230 2.40073 -1.07900  -0.07
B: 2.04922 1.61267 -2.26849  -1.12
F: 2.04781 2.39753 -3.33244  0.27
F: 3.25073 1.19406 -1.80183  0.23
O: 1.14741 0.44020 -2.49947  0.10
N: 0.85616 -0.33633 -1.45208  0.02
C: 0.71162 -1.61807 -1.63809  -0.18
C: 0.96558 -2.30370 -2.92426  0.05
C: 0.28199 -2.29647 -0.43200  -0.19
N: -0.07630 -1.44908 0.49595  -0.05
O: -0.32963 -1.82866 1.74093  0.05
B: 0.97031 -2.09299 2.58098  -1.09
F: 0.62623 -2.76844 3.66728  0.27
F: 1.88355 -2.65927 1.75539  0.22
O: 1.45792 -0.72206 2.97412  0.07
N: 1.63616 0.12607 1.96929  0.07
C: 2.52159 1.06368 2.03785  -0.20
C: 3.50273 1.19200 3.13676  0.03
C: 0.25644 -3.75983 -0.27456  0.04
H: 3.24164 3.64891 -0.14515  0.11
H: 4.45016 2.44953 0.29417  0.13
H: 3.80403 3.48701 1.54993  0.11
H: 1.47474 -1.63389 -3.61274  0.10
H: 0.01728 -2.60420 -3.37353  0.11
H: 1.56250 -3.20215 -2.77548  0.11
H: 3.41616 0.34743 3.81846  0.10
H: 3.34172 2.11248 3.69589  0.11
H: 4.51324 1.22299 2.72975  0.11
H: 1.27100 -4.11650 -0.07269  0.13
H: -0.08234 -4.25494 -1.17909  0.10
H: -0.35146 -4.04944 0.58045  0.11
C: -4.14763 -2.01399 -2.36482  0.01
C: -3.35233 -0.76262 -2.34338  -0.18
C: -3.34443 0.16294 -3.39026  0.05
C: -2.61450 1.32981 -3.26010  -0.01
C: -1.88953 1.53577 -2.08613  -0.61
Br: -1.15433 3.24812 -1.75410  1.20
N: -1.79018 0.61235 -1.12742  0.05
C: -2.52793 -0.48284 -1.24516  -0.02
H: -4.73089 -2.10021 -3.27596  0.10
H: -4.81744 -2.03913 -1.50321  0.12
H: -3.50184 -2.88894 -2.28484  0.11
H: -3.91686 -0.01820 -4.28927  0.14
H: -2.62391 2.08839 -4.02805  0.13
H: -2.48502 -1.18357 -0.42421  0.14
C: -2.50460 2.35129 2.85625  0.04
C: -1.46278 1.30394 2.63857  -0.48
N: -1.20696 0.48768 3.63880  0.26
O: -0.89728 1.23285 1.52172  -0.06
H: -2.65720 2.55492 3.90961  0.10
H: -3.44063 1.99061 2.43363  0.11
H: -2.25186 3.27126 2.33530  0.10
H: -1.70946 0.56667 4.51104  0.15
H: -0.55293 -0.28144 3.56347  0.10

Values from the calculation:
Multiplicity: 4
Maximum force in eV/A: 1.713
Net charge: +2
ΔE to the lowest compared entry with this formula, charge and spin in kcal per mole: 19.4
LUMO energy (alpha / beta) in eV: -7.9 / -11.0
Orbital gap (alpha / beta) in eV: 7.32 / 4.25

***

C3H12N2O | ωB97M-V/def2-TZVPD

Each line ends with the Löwdin charge.
Geometry (Å):
N: -1.75173 0.67644 0.29544  -0.01
C: -0.85920 0.10237 -0.69436  -0.30
C: -0.04587 -0.97881 0.00976  -0.26
N: -0.92297 -2.00184 0.63243  -0.13
C: -0.50388 -2.38274 1.99521  -0.14
H: -1.27811 0.79478 1.18046  0.07
H: -2.18750 1.54460 0.01542  0.07
H: -1.49417 -0.38081 -1.44622  0.11
H: -0.13292 0.62339 -1.33224  0.11
H: 0.59929 -1.55743 -0.65244  0.11
H: 0.61430 -0.49602 0.74522  0.11
H: -1.79071 -1.49229 0.78497  0.07
H: -1.19664 -3.17621 2.27049  0.07
H: 0.53378 -2.71950 1.99922  0.07
H: -0.52253 -1.55078 2.71383  0.07
H: 3.09378 4.40126 -2.30926  0.03
H: 4.31612 4.57562 -3.12929  0.03
O: 3.52894 4.01795 -3.07864  -0.06

Values from the calculation:
Multiplicity: 1
Maximum force in eV/A: 1.993
ΔE to the lowest compared entry with this formula, charge and spin in kcal per mole: 19.9
LUMO energy in eV: 0.8
Orbital gap in eV: 9.58
Structure (SMILES): CNCCN.O

***

C18H19BI2O6PS | ωB97M-V/def2-TZVPD

Each line ends with the Löwdin charge.
Geometry (Å):
C: 4.63608 -4.18025 2.54810  -0.05
O: 4.01773 -3.55281 1.40816  0.02
B: 3.89217 -2.24473 1.25483  -0.92
O: 3.78048 -1.60996 0.06024  0.12
S: 3.95700 -1.06037 2.77854  0.88
C: 2.36711 -0.88260 3.70539  -1.03
I: 2.75112 -1.42322 5.74040  0.90
C: 1.10379 -1.51564 3.13252  -0.88
C: 0.79749 -1.07007 1.71064  -0.16
I: 0.94715 -3.63742 3.29071  0.98
P: 4.37982 0.91439 1.72062  0.79
O: 4.75608 1.72791 3.05887  -0.27
O: 2.86882 1.44646 1.57416  -0.27
H: 4.74889 -5.23109 2.30206  0.11
H: 5.61689 -3.74911 2.73303  0.10
H: 3.99427 -4.09341 3.42269  0.04
H: 4.42339 -1.89031 -0.60433  0.14
H: 2.21425 0.19635 3.74658  0.04
H: 0.30632 -1.17057 3.78973  0.07
H: 0.99330 -0.00736 1.59463  0.07
H: 1.32152 -1.65542 0.95625  0.06
H: -0.26442 -1.22178 1.51415  0.09
H: 5.32460 1.25681 3.68291  0.07
H: 2.68899 1.73592 0.66611  0.08
C: -6.67663 0.99848 -1.84037  -0.05
C: -6.62173 2.23511 -2.47355  -0.05
C: -5.40344 2.76470 -2.86377  0.00
C: -4.23172 2.06167 -2.61560  -0.08
C: -4.28548 0.82502 -1.96561  -0.09
C: -5.51212 0.29468 -1.58565  0.00
C: -3.04504 0.06498 -1.65540  -0.28
O: -3.07571 -1.00691 -1.08889  0.10
C: -1.74007 0.67522 -2.05385  -0.08
C: -0.56569 0.00458 -1.74096  -0.01
C: 0.65713 0.54491 -2.10202  -0.07
C: 0.71111 1.75443 -2.78931  -0.06
C: -0.45799 2.42680 -3.10218  0.00
C: -1.68566 1.89259 -2.72999  -0.07
C: -2.93509 2.64690 -3.05870  -0.27
O: -2.88249 3.69563 -3.66001  0.12
H: -7.63115 0.58506 -1.54378  0.11
H: -7.53309 2.78559 -2.66420  0.11
H: -5.34659 3.72243 -3.36195  0.12
H: -5.53980 -0.66674 -1.09214  0.12
H: -0.62380 -0.94067 -1.21815  0.11
H: 1.57230 0.01673 -1.85923  0.10
H: 1.66555 2.17023 -3.08588  0.11
H: -0.43569 3.36690 -3.63583  0.12

Values from the calculation:
Multiplicity: 1
Maximum force in eV/A: 0.758
Net charge: +1
LUMO energy in eV: -3.9
Orbital gap in eV: 7.62

***

C6H12BrNO | ωB97M-V/def2-TZVPD

Each line ends with the Löwdin charge.
Geometry (Å):
C: -1.28415 -0.57910 1.31558  -0.57
C: 1.77348 0.98903 -0.77522  -0.06
C: -0.66499 0.54086 -1.49715  -0.04
C: 0.56529 -1.86450 0.04104  -0.08
C: 0.25729 0.68101 -0.27282  -0.42
C: 0.09998 -0.56778 0.63956  -0.69
N: -1.82812 0.65221 1.64247  0.15
O: -1.81163 -1.63541 1.62440  0.05
Br: 1.30954 -0.11183 2.16205  0.78
H: 2.22993 0.10358 -1.22752  0.08
H: 2.51168 1.35821 -0.08193  0.04
H: 1.65020 1.76248 -1.52714  0.06
H: -0.48668 -0.31650 -2.09919  0.07
H: -1.66577 0.49434 -1.06835  0.09
H: -0.41346 1.34594 -2.11047  0.06
H: 1.56568 -2.03187 0.13825  0.03
H: 0.06793 -2.67490 0.61072  0.11
H: 0.40845 -1.75890 -1.02088  0.08
H: -0.00499 1.48763 0.38909  0.08
H: -1.49597 1.38479 1.07689  0.05
H: -2.78373 0.74070 2.04060  0.14

Values from the calculation:
Multiplicity: 1
Maximum force in eV/A: 2.905
ΔE to the lowest compared entry with this formula, charge and spin in kcal per mole: 0.0
LUMO energy in eV: 0.7
Orbital gap in eV: 10.47
Structure (SMILES): CC(C)[C@@](C)(Br)C(N)=O

***

C6H16N2O | ωB97M-V/def2-TZVPD

Each line ends with the Löwdin charge.
Geometry (Å):
C: -0.57429 0.34214 -0.25196  -0.40
C: -0.30287 -0.98550 0.04024  -0.22
C: 2.55817 0.19825 0.85681  -0.23
C: -0.64616 0.79695 -1.68190  -0.06
C: -0.72204 1.40413 0.79490  -0.04
C: -2.54758 -0.70254 -0.14927  0.03
N: 1.80380 0.42126 -0.34415  -0.21
N: -0.08540 -1.52451 1.24889  0.14
O: 2.19704 -0.69644 -1.23683  -0.17
H: 2.44270 -0.23745 -2.04683  0.06
H: -0.12610 -1.64820 -0.79511  0.14
H: 0.34654 -2.43083 1.29562  0.12
H: 0.06345 -0.92857 2.04606  0.10
H: 2.23604 0.94450 1.59222  0.06
H: 2.43100 -0.80651 1.30639  0.05
H: 3.64280 0.32923 0.70372  0.06
H: 0.21863 1.43119 -1.87490  0.08
H: -0.62340 -0.04295 -2.37567  0.09
H: -1.55515 1.37348 -1.86301  0.08
H: 0.09684 2.11543 0.67937  0.09
H: -1.66453 1.93928 0.66094  0.09
H: -0.70424 1.02004 1.81514  0.08
H: -2.66208 -1.60219 -0.74717  0.03
H: -2.75506 -0.85772 0.90423  0.03
H: -3.06806 0.14752 -0.57777  0.02

Values from the calculation:
Multiplicity: 1
Maximum force in eV/A: 0.851
ΔE to the lowest compared entry with this formula, charge and spin in kcal per mole: 160.0
LUMO energy (alpha / beta) in eV: 0.7 / 0.7
Orbital gap (alpha / beta) in eV: 6.81 / 6.37

***

- Which of these has the highest maximum force?
  C8H12NiO5S